1.
A 2-piece molecular cluster, C3H10NO overall in a non-equilibrium geometry, computed with wB97M-V/def2-TZVPD.

Structure (XYZ):
```
15
Properties=species:S:1:pos:R:3:mulliken_charge:R:1
C 2.37367 0.17621 -1.23430 -0.543
O 1.33351 0.79262 -0.40531 -0.601
H 1.86044 -0.20758 -2.10841 0.267
H 3.07787 0.97623 -1.45143 0.248
H 2.90978 -0.61408 -0.71244 0.277
H 1.82061 1.25299 0.28176 0.294
C -2.28454 0.42198 0.22853 -0.766
C -0.81825 -1.30990 1.14657 -0.141
N -0.99113 -0.22746 0.50112 0.097
H -2.43087 1.24678 0.91124 0.326
H -3.05790 -0.33207 0.31767 0.358
H -2.18454 0.85294 -0.76895 0.298
H -1.68431 -1.61445 1.73175 0.272
H 0.17374 -1.69670 1.31438 0.276
H -0.09808 0.28249 0.24780 0.337
```

The value obtained for the total energy is -250.0080 hartree. The calculation puts the HOMO energy at -15.174 eV. The frontier orbital gap comes out at 10.4 eV. Its total charge is +1. The value obtained for the energy above the lowest of the compared OMol25 structures with the same formula, charge and spin is 28.7 kcal per mole.



2.
A 11-piece molecular cluster, C24H39F8N11O22 overall in a non-equilibrium geometry, computed with wB97M-V/def2-TZVPD.

Structure (XYZ):
```
104
Properties=species:S:1:pos:R:3:mulliken_charge:R:1
C 6.56772 0.69410 0.49994 -1.031
C 5.45117 -0.26506 1.27090 0.361
F 6.15997 -1.37192 1.96309 -0.318
C 4.55099 -0.98688 0.06499 -0.522
N 3.08763 -1.13832 0.41586 0.288
C 2.69070 -2.27394 1.33834 0.343
O 3.48051 -3.20051 1.89686 -0.562
C 1.06353 -2.08693 1.40450 0.112
C -0.06808 -2.58988 2.48520 -0.674
C -1.65608 -2.19165 2.14276 -0.499
C -2.05288 -1.32981 0.76512 0.115
C -3.61644 -0.93344 0.47228 0.861
F -4.03487 -1.76007 -0.72131 -0.291
F -4.49477 -1.33984 1.62298 -0.286
C -3.87245 0.62844 0.04641 0.440
F -3.57683 0.79633 -1.40799 -0.228
F -5.31517 0.99751 0.30234 -0.264
C -2.97648 1.73098 0.86422 0.666
F -3.81799 2.98469 0.92242 -0.265
F -2.69349 1.37892 2.28095 -0.236
F -1.73146 2.15358 0.11961 -0.194
C -0.88582 -0.87275 -0.29166 -0.229
C 0.67388 -1.24051 0.05224 0.120
C 2.08271 -0.91846 -0.72314 0.281
O 2.26843 -0.52489 -1.98579 -0.586
H 6.07384 1.49286 -0.20418 0.325
H 7.27301 0.03650 -0.17782 0.223
H 7.21847 1.19278 1.34688 0.328
H 4.76023 0.37729 1.97479 0.288
H 5.01384 -1.99608 -0.30732 0.049
H 4.60975 -0.22645 -0.84923 0.304
H 0.25985 -3.18601 3.44679 0.346
H -2.54495 -2.48501 2.86422 0.348
H -1.15959 -0.27545 -1.26511 0.372
C 0.70143 0.95803 -4.48465 -0.658
N 1.57446 2.16251 -4.51485 0.899
O 1.98674 2.53516 -5.61942 -0.535
O 1.82129 2.69965 -3.42883 -0.517
H 0.56946 0.59171 -5.50496 0.319
H 1.19741 0.20698 -3.86644 0.237
H -0.25700 1.25646 -4.05503 0.286
C -5.76816 3.83293 3.33132 -0.699
N -6.55504 3.97366 4.58626 0.846
O -5.92261 4.14910 5.63420 -0.508
O -7.78529 3.90385 4.48382 -0.507
H -4.70552 3.91417 3.56967 0.313
H -5.99464 2.85195 2.90865 0.260
H -6.07495 4.63607 2.65823 0.290
C 0.20393 5.03936 -0.92636 -0.611
N 1.36470 5.96139 -0.79856 0.874
O 1.20452 7.12848 -1.17427 -0.507
O 2.40384 5.48736 -0.32487 -0.509
H -0.63730 5.58782 -1.35549 0.314
H 0.50474 4.21982 -1.58220 0.161
H -0.04149 4.67792 0.07431 0.283
C -3.56869 -6.25148 3.67475 -0.685
N -2.69566 -5.04700 3.64455 0.919
O -2.28338 -4.67434 2.53998 -0.494
O -2.44883 -4.50986 4.73058 -0.497
H -3.70066 -6.61779 2.65444 0.229
H -3.07271 -7.00252 4.29297 0.328
H -4.52712 -5.95305 4.10438 0.268
C 3.20393 -5.63255 -1.64847 -0.799
N 4.36470 -4.71052 -1.52067 0.887
O 4.20452 -3.54343 -1.89639 -0.469
O 5.40384 -5.18454 -1.04698 -0.504
H 2.36270 -5.08408 -2.07760 0.311
H 3.50474 -6.45209 -2.30431 0.295
H 2.95851 -5.99398 -0.64780 0.296
C -4.63193 -5.81576 -0.82154 -0.602
N -5.43523 -6.69464 0.07074 0.831
O -5.37738 -6.47224 1.28569 -0.519
O -6.10095 -7.58300 -0.47379 -0.512
H -4.09967 -5.08374 -0.21040 0.182
H -3.92789 -6.45100 -1.36288 0.297
H -5.32401 -5.31821 -1.50395 0.293
C -4.98486 -2.70667 6.51347 -0.590
N -5.66612 -4.02605 6.60825 0.843
O -5.13052 -4.98204 6.03542 -0.505
O -6.71935 -4.06460 7.25486 -0.514
H -4.07603 -2.82028 5.91870 0.167
H -5.67658 -2.01250 6.03191 0.281
H -4.74359 -2.38671 7.52916 0.287
C 0.63419 5.10065 -8.00783 -0.648
N -0.54632 4.22456 -8.23747 0.827
O -0.36703 3.19489 -8.89818 -0.498
O -1.61956 4.59545 -7.74809 -0.508
H 1.50512 4.65400 -8.49219 0.291
H 0.40959 6.07683 -8.44244 0.288
H 0.78695 5.17162 -6.92901 0.245
C 0.93131 10.56100 -1.66623 -0.683
N 1.80434 11.76549 -1.69643 0.826
O 2.21662 12.13814 -2.80100 -0.505
O 2.05117 12.30263 -0.61041 -0.503
H 0.79934 10.19469 -2.68654 0.287
H 1.42729 9.80996 -1.04801 0.288
H -0.02712 10.85944 -1.23660 0.291
C 8.73471 -3.80878 0.38256 -0.699
N 8.23204 -3.14215 -0.84902 0.830
O 7.47968 -2.17216 -0.70070 -0.470
O 8.60685 -3.61160 -1.92977 -0.519
H 8.32665 -3.29361 1.25475 0.254
H 8.39842 -4.84726 0.35580 0.267
H 9.82459 -3.74360 0.37107 0.295
```

The value obtained for the total energy is -3992.9460 hartree. The calculation puts the HOMO energy at -9.943 eV. The frontier orbital gap comes out at 7.7 eV. Its total charge is 0. The SMILES is C[C@H](F)CN1C(=O)c2ccc(C(F)(F)C(F)(F)C(F)(F)F)cc2C1=O.C[N+](=O)[O-].C[N+](=O)[O-].C[N+](=O)[O-].C[N+](=O)[O-].C[N+](=O)[O-].C[N+](=O)[O-].C[N+](=O)[O-].C[N+](=O)[O-].C[N+](=O)[O-].C[N+](=O)[O-].



3.
A 3-piece molecular cluster, C19H44N5O5 overall in a non-equilibrium geometry, computed with wB97M-V/def2-TZVPD.

Structure (XYZ):
```
73
Properties=species:S:1:pos:R:3:mulliken_charge:R:1
C -3.94045 -1.47944 -1.62247 -1.145
C -3.00089 -2.54833 -0.97516 -0.138
O -1.59327 -2.21873 -1.19152 -0.038
N -0.84794 -3.33378 -1.30299 0.440
C -0.27159 -3.87727 -2.46738 -0.521
C 0.43259 -4.99463 -2.15245 -0.559
N 0.29582 -5.15831 -0.75528 -0.045
C -0.45786 -4.15618 -0.32583 0.250
C -0.79521 -3.94818 1.15148 -0.899
C 0.33176 -2.98115 1.71340 0.361
N -0.22721 -1.84157 2.45646 -0.706
H -3.30071 -0.67255 -2.02167 0.302
H -4.55519 -1.03522 -0.81854 0.342
H -4.62684 -1.91307 -2.36427 0.298
H -3.25643 -2.58793 0.10064 0.219
H -3.20520 -3.56651 -1.36499 0.451
H -0.35923 -3.43488 -3.46040 0.529
H 1.01169 -5.61991 -2.83431 0.409
H 0.73289 -5.89260 -0.20948 0.243
H -1.78474 -3.48388 1.29022 0.180
H -0.82181 -4.91138 1.69210 0.440
H 1.02665 -3.61106 2.29658 0.387
H 0.92435 -2.57425 0.85786 -0.242
H 0.47205 -1.09833 2.39204 0.235
H -1.00721 -1.46924 1.90999 0.265
C 5.72794 0.78691 -3.07802 -0.705
O 4.55059 1.29105 -3.68825 -0.339
C 3.91395 0.35564 -4.55185 -0.812
C 2.57455 -0.06996 -3.97676 -0.212
N 2.75243 -0.90364 -2.78877 -0.272
C 1.51949 -1.14486 -2.04913 -0.412
C 0.83801 0.06044 -1.39477 -0.473
O 1.57943 0.63462 -0.33393 -0.334
C 2.53967 1.60590 -0.73404 -0.778
H 6.20229 1.60681 -2.54102 0.247
H 5.49271 -0.00742 -2.36186 0.296
H 6.42872 0.41263 -3.82928 0.347
H 4.55241 -0.50691 -4.76267 0.417
H 3.73588 0.87300 -5.49862 0.406
H 2.02114 -0.63571 -4.73254 0.350
H 2.00887 0.84004 -3.74358 0.192
H 3.41333 -0.45300 -2.16816 0.110
H 1.76692 -1.86047 -1.25564 0.169
H 0.80610 -1.64322 -2.70972 0.041
H -0.08974 -0.30201 -0.94194 0.299
H 0.53818 0.82192 -2.12307 0.496
H 2.22976 2.15097 -1.62779 0.378
H 3.51512 1.14132 -0.89254 0.239
H 2.65134 2.31931 0.08367 0.348
C -3.83634 4.73372 3.73988 -0.711
O -3.82433 3.33356 3.50857 -0.357
C -3.82136 2.98746 2.12883 -0.914
C -2.50163 2.34003 1.74536 0.038
N -1.41363 3.31097 1.75999 -0.264
C -0.08604 2.71045 1.63868 -0.505
C 0.38453 1.80558 2.77762 -0.030
O 0.59873 2.48041 4.00258 -0.501
C -0.55320 2.62270 4.81937 -0.562
H -3.96110 4.89360 4.80971 0.243
H -2.89362 5.19328 3.42759 0.309
H -4.67138 5.20939 3.21794 0.345
H -4.04555 3.84690 1.49086 0.451
H -4.62224 2.25437 1.98820 0.345
H -2.58790 1.91451 0.73932 0.345
H -2.31547 1.52076 2.45334 0.105
H -1.45042 3.83170 2.62724 0.115
H 0.62443 3.53787 1.55505 0.244
H -0.03312 2.15690 0.69694 0.131
H 1.36191 1.40731 2.48501 0.372
H -0.26629 0.93348 2.91981 -0.008
H -1.25313 1.79242 4.69737 0.245
H -1.05452 3.57250 4.61836 0.185
H -0.22345 2.64517 5.85868 0.324
```

The value obtained for the total energy is -1399.9043 hartree. The calculation puts the HOMO energy at -10.399 eV. The frontier orbital gap comes out at 7.8 eV. Its total charge is +1.



4.
C22H38BCl3N4NaO3 as an isolated structure, computed with wB97M-V/def2-TZVPD.

Structure (XYZ):
```
72
Properties=species:S:1:pos:R:3:mulliken_charge:R:1
Na -0.46827 0.01858 0.25423 1.093
C -1.43922 3.92205 0.16144 -0.468
C -0.61810 3.44760 -1.04217 -1.026
N -0.94997 2.12426 -1.50545 0.428
C -2.09708 1.99951 -2.36467 -0.796
C -2.27187 0.56125 -2.86185 -1.061
N -1.98433 -0.40589 -1.81768 0.944
C -2.68319 -1.67582 -1.88494 -1.020
C -4.00177 -1.65495 -1.11731 -0.469
C -3.87069 -1.71374 0.40520 -1.051
N -3.15458 -0.60314 1.00178 0.187
C -3.81614 0.67524 0.91050 -0.269
C -3.14143 1.72659 1.77988 -1.327
N -1.71751 1.85083 1.51725 0.361
C -1.17052 3.19604 1.47752 -1.002
H -2.50912 3.87152 -0.07248 0.228
H -1.22446 4.98631 0.31469 0.464
H 0.43963 3.44399 -0.75893 0.301
H -0.71936 4.19833 -1.84712 0.379
H -0.14675 1.56225 -1.77911 -0.248
H -2.04401 2.67268 -3.24124 0.384
H -2.99619 2.29720 -1.80974 0.363
H -1.64875 0.39667 -3.75418 0.311
H -3.30973 0.42890 -3.18400 0.413
H -0.97229 -0.55086 -1.77772 -0.499
H -2.03160 -2.43793 -1.44503 0.389
H -2.86107 -1.99503 -2.92467 0.377
H -4.60481 -2.52037 -1.41652 0.443
H -4.58179 -0.77669 -1.42373 0.228
H -3.32792 -2.62482 0.67391 0.365
H -4.88831 -1.81453 0.82690 0.348
H -2.82754 -0.83279 1.93236 0.163
H -4.88578 0.62360 1.19094 0.350
H -3.76698 1.00763 -0.13180 0.012
H -3.33186 1.50839 2.84161 0.296
H -3.62153 2.68847 1.57761 0.503
H -1.18449 1.23978 2.12365 0.085
H -0.08957 3.11054 1.62699 0.346
H -1.54128 3.81353 2.31328 0.358
Cl 2.37160 -1.97183 7.26511 -0.275
C 1.53230 -1.67265 5.75023 0.466
C 1.98593 -0.68025 4.89700 -0.806
C 1.31459 -0.45933 3.71260 0.786
Cl 1.88644 0.81145 2.65285 -0.191
C 0.17074 -1.19246 3.28457 -0.884
O -0.43368 -0.97615 2.19084 -0.537
C -0.23261 -2.17820 4.22869 0.444
Cl -1.65646 -3.11870 3.84048 -0.257
C 0.41845 -2.42325 5.42057 -0.775
H 2.84981 -0.08139 5.14956 0.422
H 0.05336 -3.19312 6.08619 0.413
C 3.96453 -2.63624 -2.69593 -1.854
C 3.41501 -1.23740 -2.49259 1.732
C 3.71570 -0.37199 -3.71033 -2.061
O 1.97960 -1.31546 -2.37090 -0.826
B 1.51438 -0.32412 -1.46514 0.724
O 2.66750 0.24674 -0.87122 -0.799
C 3.82143 -0.56917 -1.15933 1.628
C 3.97038 -1.55960 -0.01222 -1.938
C 5.04271 0.32769 -1.23873 -1.908
H 3.61824 -3.03371 -3.65191 0.463
H 3.63338 -3.31092 -1.90887 0.348
H 5.05955 -2.63359 -2.71032 0.323
H 3.21230 -0.80864 -4.57429 0.490
H 4.78582 -0.31044 -3.92776 0.342
H 3.32991 0.63799 -3.56857 0.356
H 3.10936 -2.22603 0.04797 0.347
H 4.02371 -1.00066 0.92296 0.478
H 4.87525 -2.16686 -0.10996 0.311
H 4.88474 1.14241 -1.94293 0.362
H 5.92786 -0.23622 -1.55110 0.320
H 5.24838 0.75694 -0.25696 0.473
```

The value obtained for the total energy is -2873.7313 hartree. The calculation puts the HOMO energy at -3.418 eV. The frontier orbital gap comes out at 5.5 eV. Its total charge is -1. The value obtained for the energy above the lowest of the compared OMol25 structures with the same formula, charge and spin is 0.0 kcal per mole.



5.
One molecule with the formula C3H4N2O, computed with wB97M-V/def2-TZVPD.

Structure (XYZ):
```
10
Properties=species:S:1:pos:R:3:mulliken_charge:R:1
O 2.34584 0.05416 -0.02084 -0.511
C 0.99551 0.08758 0.04152 0.167
N 0.37922 -1.21524 -0.12941 -0.113
N -0.85216 -1.24103 -0.02182 -0.457
C -1.12115 1.31702 0.16924 -0.267
C 0.16914 1.08265 0.22297 0.074
H 2.53805 -0.86637 -0.24629 0.371
H -1.16532 -2.18864 -0.23821 0.246
H -1.75487 1.47638 1.04859 0.249
H -1.53426 1.49349 -0.82577 0.242
```

The value obtained for the total energy is -301.3272 hartree. The calculation puts the HOMO energy at -8.866 eV. The frontier orbital gap comes out at 9.0 eV. Its total charge is 0. The value obtained for the energy above the lowest of the compared OMol25 structures with the same formula, charge and spin is 100.4 kcal per mole. The SMILES is [H]/N=N/C(O)=C=C.